Entry 1:
Computed, not measured: a structure of composition C6H10 at a distorted geometry, with ωB97M-V/def2-TZVPD.

The geometry in XYZ format:
```
16
C6H10, DFT ωB97M-V/def2-TZVPD
C -0.477 0.879 -0.713
C -0.172 1.846 0.411
C 1.597 -1.515 0.441
C -1.846 -0.036 -0.656
C 0.145 -1.639 0.085
C -0.665 -0.645 -0.209
H -2.560 0.316 0.083
H -1.619 0.813 -1.691
H 0.247 0.851 -1.519
H -0.265 -2.642 0.043
H -0.939 1.804 1.184
H 0.763 1.590 0.909
H -0.139 2.871 0.040
H 1.978 -0.515 0.241
H 1.765 -1.752 1.494
H 2.186 -2.226 -0.141
```

The HOMO-LUMO gap comes out at 8.48 eV. Its charge is 0. For the energy above the lowest of the compared OMol25 structures with the same formula, charge and spin, the calculation gives 112.5 kcal per mole.

Entry 2:
Computed, not measured: the molecule C6H10 at a distorted geometry, with ωB97M-V/def2-TZVPD.

The geometry in XYZ format:
```
16
C6H10, DFT ωB97M-V/def2-TZVPD
C -0.661 0.860 -1.785
C 0.226 0.332 -0.638
C -0.405 -0.216 0.745
C 0.324 0.284 2.051
C 0.060 -1.562 0.265
C 0.672 -1.108 -0.828
H -1.483 0.174 -2.022
H -0.061 0.950 -2.705
H -1.086 1.854 -1.595
H 1.039 1.055 -0.479
H 0.288 1.335 1.838
H -1.496 -0.053 0.767
H -0.086 0.209 3.076
H 1.382 -0.022 2.128
H -0.005 -2.518 0.773
H 1.293 -1.574 -1.590
```

Its structure (SMILES) is C[C@@H]1C=C[C@H]1C. The HOMO-LUMO gap comes out at 10.48 eV. Its charge is 0. For the energy above the lowest of the compared OMol25 structures with the same formula, charge and spin, the calculation gives 36.7 kcal per mole.

Entry 3:
Computed, not measured: a structure of composition C6H10, with ωB97M-V/def2-TZVPD.

The geometry in XYZ format:
```
16
C6H10, DFT ωB97M-V/def2-TZVPD
C -0.735 -0.752 1.528
C -1.166 0.663 1.797
C -0.098 0.368 0.783
C -0.202 0.376 -1.381
C 1.247 0.511 -1.745
C 0.590 -0.843 -1.736
H -1.427 -1.391 0.985
H -0.147 -1.264 2.285
H -2.146 0.969 1.438
H -0.860 1.146 2.722
H 0.926 0.675 0.963
H -0.665 0.697 -0.291
H 1.437 1.025 -2.686
H 2.017 0.683 -0.996
H 0.299 -1.305 -2.679
H 0.930 -1.556 -0.988
```

The HOMO-LUMO gap comes out at 9.12 eV. Its charge is 0. For the energy above the lowest of the compared OMol25 structures with the same formula, charge and spin, the calculation gives 133.1 kcal per mole.

Entry 4:
Computed, not measured: a structure of composition C6H10 at a distorted geometry, with ωB97M-V/def2-TZVPD.

The geometry in XYZ format:
```
16
C6H10, DFT ωB97M-V/def2-TZVPD
C -0.017 0.183 1.408
C -0.563 0.925 0.207
C -0.476 2.224 -0.118
C 0.470 -0.102 -1.197
C 0.906 -1.438 -1.164
C 0.430 -2.506 -0.584
H -0.330 0.577 2.375
H 1.076 0.309 1.438
H -0.149 -0.890 1.380
H 0.051 2.936 0.512
H -1.405 2.654 -0.484
H -0.141 0.104 -2.078
H 1.302 0.583 -1.155
H -1.539 0.483 0.031
H -0.500 -2.557 -0.028
H 0.883 -3.486 -0.544
```

The HOMO-LUMO gap comes out at 7.29 eV. Its charge is 0. For the energy above the lowest of the compared OMol25 structures with the same formula, charge and spin, the calculation gives 128.7 kcal per mole.

Entry 5:
Computed, not measured: the molecule C6H10 at a distorted geometry, with ωB97M-V/def2-TZVPD.

The geometry in XYZ format:
```
16
C6H10, DFT ωB97M-V/def2-TZVPD
C 1.887 -0.160 -0.484
C 2.966 -0.960 -0.432
C 0.871 -0.068 0.640
C -0.397 0.680 0.194
C -1.620 0.298 0.520
C -2.819 0.358 -0.386
H 1.967 0.764 -1.058
H 2.775 -1.867 0.142
H 3.962 -0.583 -0.623
H 0.511 -1.020 1.021
H 1.424 0.494 1.395
H -0.202 1.440 -0.558
H -1.803 -0.345 1.386
H -2.720 0.997 -1.258
H -3.077 -0.674 -0.684
H -3.726 0.646 0.184
```

Its structure (SMILES) is C=CC/C=C/C. The HOMO-LUMO gap comes out at 10.05 eV. Its charge is 0. For the energy above the lowest of the compared OMol25 structures with the same formula, charge and spin, the calculation gives 49.9 kcal per mole.

Entry 6:
Computed, not measured: the molecule C6H10 at a distorted geometry, with ωB97M-V/def2-TZVPD.

The geometry in XYZ format:
```
16
C6H10, DFT ωB97M-V/def2-TZVPD
C -2.597 -0.506 -0.027
C -1.138 -0.136 -0.238
C -0.555 0.899 0.152
C 0.935 1.214 0.074
C 1.790 -0.039 -0.248
C 1.823 -1.279 0.227
H -2.741 -0.644 1.135
H -3.378 0.195 -0.374
H -2.945 -1.419 -0.523
H -0.274 -0.821 -0.522
H -1.198 1.682 0.480
H 1.271 1.653 1.029
H 1.252 1.934 -0.724
H 2.730 0.270 -0.773
H 0.974 -1.913 0.603
H 2.756 -1.855 0.032
```

Its structure (SMILES) is C=CC/C=C/C. The HOMO-LUMO gap comes out at 10.60 eV. Its charge is 0. For the energy above the lowest of the compared OMol25 structures with the same formula, charge and spin, the calculation gives 55.2 kcal per mole.

Entry 7:
Computed, not measured: the molecule C6H10 at a distorted geometry, with ωB97M-V/def2-TZVPD.

The geometry in XYZ format:
```
16
C6H10, DFT ωB97M-V/def2-TZVPD
C 0.671 0.173 -2.475
C -0.062 0.884 -1.334
C -0.882 -1.220 2.564
C 0.133 -0.415 2.295
C 0.150 0.492 1.113
C -0.233 0.070 -0.093
H 1.388 -0.581 -2.135
H 1.275 0.845 -3.080
H -0.011 -0.336 -3.135
H -1.012 1.216 -1.767
H 0.414 1.841 -1.097
H -0.778 -1.950 3.360
H -1.847 -1.175 2.080
H 1.122 -0.557 2.717
H 0.577 1.489 1.170
H -0.906 -0.774 -0.183
```

Its structure (SMILES) is C=C/C=C/CC. The HOMO-LUMO gap comes out at 10.08 eV. Its charge is 0. For the energy above the lowest of the compared OMol25 structures with the same formula, charge and spin, the calculation gives 29.6 kcal per mole.

Entry 8:
Computed, not measured: the molecule C6H10, with ωB97M-V/def2-TZVPD.

The geometry in XYZ format:
```
16
C6H10, DFT ωB97M-V/def2-TZVPD
C -2.345 -0.233 0.275
C -0.929 -0.314 -0.286
C -0.015 0.803 0.252
C 1.293 0.837 -0.469
C 2.333 -0.013 -0.226
C 2.094 -1.057 0.716
H -2.335 -0.259 1.371
H -2.952 -1.075 -0.073
H -2.845 0.692 -0.035
H -0.453 -1.260 -0.004
H -0.958 -0.283 -1.383
H -0.515 1.774 0.147
H 0.171 0.603 1.312
H 3.233 0.089 -0.841
H 1.378 1.548 -1.295
H 2.845 -1.852 0.542
```

The HOMO-LUMO gap comes out at 7.56 eV. Its charge is 0. For the energy above the lowest of the compared OMol25 structures with the same formula, charge and spin, the calculation gives 89.5 kcal per mole.

DFT total energy in eV, matching the order above: -6378.9804, -6382.2677, -6378.0886, -6378.2798, -6381.6937, -6381.4639, -6382.5770, -6379.9772
E_LUMO in eV, matching the order above: 1.0, 1.2, 1.0, -0.7, 1.1, 1.1, 1.2, -0.7